Entry 1:
Density functional theory data (wB97M-V/def2-TZVPD) for a molecular structure, C13H7Br2Cl5N2O2Sc.

XYZ file:
```
32
Properties=species:S:1:pos:R:3:forces:R:3:mulliken_charge:R:1
Sc -1.006447 -0.548297 0.530313 -1.52 -0.06 2.04 0.738
Br -1.061039 -1.207421 3.359793 -0.02 0.02 0.03 0.029
C -2.129262 -2.773414 2.970873 0.00 -0.01 0.03 -0.437
Br -1.966204 -3.229658 1.097449 -0.02 0.11 -0.04 0.046
H -3.165474 -2.536504 3.174233 0.00 -0.01 0.00 0.396
H -1.757468 -3.600380 3.561834 0.01 0.00 -0.01 0.376
O -0.810511 -1.064462 -1.299648 0.60 -0.20 -1.16 -0.439
N 0.392395 -1.105441 -1.815984 -0.06 -0.17 -0.23 -0.295
N 1.277111 -0.909992 -0.951679 0.31 0.02 -0.07 1.014
O 0.941890 -0.710360 0.311500 0.95 0.09 -0.56 -0.670
C 2.675200 -0.874308 -1.319442 -0.01 -0.04 0.07 0.520
C 3.608227 -0.817850 -0.299640 0.00 0.01 0.02 -0.367
C 4.951633 -0.788877 -0.640614 0.00 0.00 -0.01 -0.543
C 5.334266 -0.815998 -1.972891 -0.02 0.00 -0.01 -0.472
C 4.374952 -0.870181 -2.977537 0.03 0.00 0.01 -0.531
C 3.029283 -0.898742 -2.660751 -0.03 -0.01 -0.02 -0.385
H 3.290370 -0.795095 0.731463 0.01 0.00 0.00 0.421
H 5.698336 -0.744234 0.139709 0.00 0.00 0.00 0.380
H 6.383642 -0.791666 -2.232618 0.00 0.00 0.00 0.394
H 4.675332 -0.886110 -4.015780 0.00 0.00 0.00 0.391
H 2.274830 -0.935850 -3.432314 0.01 0.00 0.00 0.465
Cl -0.308042 2.067350 1.775980 0.02 -0.07 -0.04 -0.217
C -1.960819 2.203109 1.171936 0.00 -0.02 0.03 1.076
C -2.447258 1.048744 0.604778 -0.22 0.30 -0.14 -0.746
C -3.738560 1.093244 0.115130 -0.08 -0.02 0.01 0.981
Cl -4.366709 -0.373986 -0.583707 0.02 0.04 0.01 -0.219
C -4.519710 2.241652 0.179298 0.00 -0.01 0.01 -0.585
Cl -6.115249 2.253532 -0.441359 0.00 0.01 0.00 -0.153
C -3.976937 3.393242 0.766534 -0.01 -0.01 0.00 0.892
Cl -4.912153 4.820469 0.866151 0.00 0.01 0.00 -0.148
C -2.675458 3.384011 1.278423 0.03 0.05 0.04 -0.745
Cl -1.990179 4.773474 2.008556 -0.01 -0.01 -0.01 -0.165
```
Positions in Å, forces in eV/Å.

Properties
HOMO energy   -11.792 eV
Gap between HOMO and LUMO   0.286 Ha
Molecular weight   605.2 g/mol
Total charge   +1


Entry 2:
Density functional theory data (wB97M-V/def2-TZVPD) for a single C6H8N2 molecule.

XYZ file:
```
16
Properties=species:S:1:pos:R:3:forces:R:3:mulliken_charge:R:1
C 2.451000 0.035210 0.304781 -4.50 3.36 -1.61 -0.950
C 1.003240 0.167733 0.076089 8.57 -4.09 -3.66 -0.055
C 0.052594 0.644530 0.972162 3.48 5.00 5.16 0.163
C -1.023588 -0.135170 0.871950 -7.58 -4.67 2.23 0.044
C -0.943060 -0.959982 -0.536587 -4.97 -0.54 3.95 -0.424
C 0.371166 -0.947273 -0.995006 5.35 -0.56 1.94 0.008
H 2.977900 0.993832 0.736677 -0.80 -2.43 -0.35 0.271
H 2.915388 -0.569765 -0.487421 0.25 0.30 0.78 0.298
H 0.654579 0.854164 1.945590 -1.66 -0.40 -1.34 0.321
H -1.665467 1.767139 1.670221 0.40 -0.32 1.09 0.262
H -1.459181 -0.696475 1.863364 1.03 1.19 -2.75 0.299
H -1.715067 -1.774292 -0.842246 1.45 1.50 1.19 0.362
H -1.193448 -0.648466 -2.398936 2.67 2.55 1.87 0.299
H 0.985777 -1.931286 -1.363829 -1.51 2.96 0.57 0.291
N -1.289681 1.378555 0.830962 1.54 -2.41 -3.21 -0.653
N -0.562975 -0.067860 -1.585784 -3.72 -1.43 -5.85 -0.536
```
Positions in Å, forces in eV/Å.

Properties
Structure (SMILES)   C=C1[C@H]2N[C@H]2[C@H]2N[C@@H]12
HOMO energy   -8.648 eV
Relative energy (zero: lowest compared OMol25 entry of this formula, charge and spin)   7.495 eV
Gap between HOMO and LUMO   0.340 Ha
Molecular weight   108.1 g/mol


Entry 3:
Density functional theory data (wB97M-V/def2-TZVPD) for 3 unconnected molecules or ions with the total composition C24H51Br2ClINO9P3S.

XYZ file:
```
93
Properties=species:S:1:pos:R:3:forces:R:3:mulliken_charge:R:1
C 5.716184 0.756218 1.056617 -0.19 0.99 -0.85 -0.538
C 5.146160 2.041684 0.253352 0.93 -0.79 0.84 -0.507
S 3.728111 1.450547 -0.787597 0.00 0.16 0.40 -0.035
C 2.165845 1.323777 0.275772 1.08 1.33 0.78 -0.638
C 0.984432 0.521265 -0.444635 0.86 5.12 1.61 -0.964
Br 0.937466 1.844472 -2.011776 -0.43 -1.33 -0.76 0.081
C -0.369072 1.024477 0.338392 -0.91 -3.13 -2.43 1.582
C -1.368414 2.144608 -0.215229 -1.56 0.92 1.34 -1.803
C -1.027808 3.689798 0.047104 0.69 0.34 -2.73 -0.302
C -1.323582 4.472733 -1.357320 0.23 0.39 0.51 -0.972
I -2.307881 4.661752 1.532764 0.65 -0.49 -0.44 0.172
P -0.289273 1.380185 2.210913 -2.40 1.06 5.23 1.054
O -1.683740 1.526047 2.849794 3.43 -0.57 -2.77 -0.726
O 0.549843 0.231520 3.130186 0.03 1.94 -1.38 -0.267
O 0.563507 2.842402 2.571985 -0.02 -2.94 -0.85 -0.555
C -1.243230 -0.304399 -0.130644 -0.74 0.73 1.64 -2.638
C -0.272653 -1.613098 -0.277071 -4.97 1.47 -0.36 0.314
C -1.189619 -2.601693 -1.082325 -0.52 -1.02 -1.05 -0.489
C -0.690482 -3.964860 -1.715396 -3.28 -3.64 -3.31 0.056
O -1.612824 -4.675229 -2.216000 3.23 3.14 2.14 -0.556
O 0.606451 -4.486732 -1.872015 -0.49 1.82 1.04 -0.391
P -0.466467 -2.276617 1.518359 0.79 -0.04 3.57 0.483
O -2.084137 -2.277872 2.060464 1.33 -0.83 -1.70 -0.454
Cl -0.037622 -4.392787 1.557364 -0.48 1.25 -0.74 -0.229
N 1.046826 -0.971828 -0.768071 -1.06 1.05 1.22 1.293
C 2.093525 -1.889443 -0.195041 3.33 -3.37 -0.01 -0.197
Br 2.777151 -1.632205 1.647076 -1.17 0.48 -0.46 0.047
C 3.456008 -2.203366 -1.038795 1.55 -0.64 0.32 -0.377
C 4.622765 -2.929716 -0.148124 0.58 -0.41 -1.70 -1.317
P 1.200664 -1.398866 -2.566021 1.12 -0.70 -4.32 0.173
C -0.244364 -0.813046 -3.615269 -1.18 0.62 -0.99 -0.832
O 2.486852 -0.514782 -3.328259 -1.73 -1.10 1.10 -0.487
H 5.876959 -0.064454 0.268204 -0.25 1.15 1.37 0.052
H 6.720205 1.029876 1.517513 -1.41 -0.52 -0.26 0.406
H 4.913869 0.449404 1.804743 1.41 0.19 -0.82 0.079
H 4.903138 2.931907 0.924118 0.11 -1.29 -0.87 0.317
H 5.964160 2.396592 -0.471033 -1.51 -0.52 0.76 0.358
H 2.398471 1.089094 1.359398 -0.29 -0.46 -1.45 0.337
H 1.811515 2.426378 0.307151 0.16 -2.04 -0.03 0.609
H -2.332865 1.976998 0.415496 1.65 -0.01 -0.82 0.714
H -1.773950 1.973156 -1.282085 1.37 0.19 1.57 0.307
H 0.089536 3.884344 0.248930 -1.92 -0.38 0.20 0.230
H -1.456082 5.578020 -1.110131 0.06 -1.50 -0.51 0.476
H -2.281172 4.075713 -1.863955 1.55 0.67 0.80 0.283
H -0.411524 4.409101 -2.061911 -1.52 -0.16 1.01 0.189
H 0.810670 0.611409 4.009469 -0.60 -0.33 -0.93 0.271
H 1.462218 2.617359 2.921344 -0.93 0.35 -0.47 0.335
H -2.042714 -0.277027 0.675437 0.83 -1.15 -0.68 0.828
H -1.901319 -0.142275 -1.067070 1.64 0.05 1.18 0.337
H -2.019753 -2.971325 -0.356533 1.49 0.71 -0.95 0.687
H -1.854220 -2.119405 -1.901261 1.47 -0.75 1.08 0.368
H 0.918380 -4.493429 -2.800907 -0.74 -0.06 0.57 0.373
H -2.399562 -3.175289 2.312429 0.21 0.57 -0.36 0.392
H 1.634489 -2.954522 -0.186897 0.32 2.01 0.10 0.281
H 3.295892 -3.011943 -1.849634 -0.28 1.80 1.10 0.348
H 3.988170 -1.275896 -1.425405 -1.19 -1.10 0.19 0.225
H 5.323703 -3.397007 -0.947617 -1.16 0.74 1.18 0.415
H 4.251281 -3.814319 0.455213 0.43 1.35 -0.46 0.358
H 5.296707 -2.196991 0.397872 -1.27 -1.06 -0.31 0.262
H -0.585700 -1.725994 -4.240077 0.63 1.17 1.20 0.398
H 0.014513 -0.005350 -4.398923 -0.18 -1.10 1.47 0.442
H -1.164688 -0.437496 -3.070986 1.19 -0.39 -0.65 -0.008
H 2.238195 -0.297008 -4.253501 -0.06 0.12 0.82 0.321
C -4.458488 2.456246 -5.631947 -0.16 -0.13 -0.12 -1.172
C -3.029978 1.944489 -5.659857 -0.06 0.08 0.01 -0.196
O -2.930650 0.526296 -5.602873 0.24 -0.12 0.29 -0.328
C -3.541143 -0.194310 -6.667933 -0.02 -0.05 -0.16 -0.353
C -2.960339 0.131265 -8.032575 0.03 0.20 -0.02 -1.062
H -4.993665 2.060358 -4.764268 0.08 0.07 -0.03 0.303
H -4.472055 3.547515 -5.589389 0.02 -0.08 0.01 0.393
H -5.012528 2.150162 -6.522680 0.04 0.10 0.03 0.313
H -2.501761 2.325794 -4.779305 0.03 -0.22 -0.04 0.184
H -2.490097 2.326963 -6.532468 -0.07 0.01 -0.04 0.337
H -4.625073 -0.043417 -6.654652 0.01 0.05 -0.05 0.299
H -3.373843 -1.254202 -6.458199 0.04 0.14 0.18 0.339
H -3.152455 1.168032 -8.316279 -0.05 -0.07 -0.05 0.265
H -3.403090 -0.510750 -8.797466 0.04 0.03 0.08 0.406
H -1.876598 -0.013618 -8.034761 -0.08 -0.06 0.00 0.275
C -0.950321 -0.781752 5.905649 -0.21 0.01 0.10 -0.816
C 0.228277 -0.711582 6.860590 -0.13 0.04 0.09 -0.361
O 0.068884 0.250324 7.892207 0.20 0.12 -0.14 -0.442
C -1.033603 0.057863 8.770156 -0.06 -0.06 0.11 -0.295
C -0.979791 -1.253443 9.534000 0.08 -0.16 -0.10 -1.041
H -1.170683 0.205958 5.490107 0.00 -0.09 -0.03 0.294
H -0.736608 -1.471896 5.085699 0.00 0.05 0.01 0.124
H -1.855186 -1.131226 6.408841 0.07 -0.03 -0.06 0.425
H 1.121255 -0.414812 6.298713 0.03 0.10 0.22 0.222
H 0.447985 -1.694771 7.290113 -0.04 -0.04 -0.05 0.335
H -1.976129 0.156359 8.221805 -0.02 -0.07 -0.01 0.290
H -1.004586 0.883387 9.485721 0.16 0.02 -0.20 0.345
H -1.064389 -2.113677 8.866277 -0.08 0.00 0.05 0.270
H -1.799984 -1.308530 10.253562 0.07 0.03 -0.05 0.387
H -0.032499 -1.347591 10.071264 -0.09 0.06 0.00 0.287
```
Positions in Å, forces in eV/Å.

Properties
HOMO energy   -11.144 eV
Gap between HOMO and LUMO   0.283 Ha
Molecular weight   944.8 g/mol
Total charge   +1


Entry 4:
Density functional theory data (wB97M-V/def2-TZVPD) for a molecular structure, CH10CuO8.

XYZ file:
```
20
Properties=species:S:1:pos:R:3:forces:R:3:mulliken_charge:R:1
Cu 0.408629 0.013934 -0.412245 1.71 -4.52 -0.12 -0.157
C -0.822542 1.649980 -0.676304 -0.68 6.20 -1.63 0.952
O 0.497688 1.820747 -0.576897 0.05 2.99 0.38 -0.775
O -1.295315 0.525815 -0.355496 -4.47 -0.72 0.31 -0.702
O -1.487818 2.648848 -1.052145 -0.43 -1.02 -0.01 -0.848
O 1.553009 -0.490698 0.899774 1.99 -3.55 1.77 -0.401
H 1.396144 -1.127547 1.625993 0.03 1.01 -0.18 0.273
H 1.841287 0.348522 1.177901 0.52 1.45 1.27 0.323
O 1.539207 -0.227826 -1.972723 0.42 -1.87 -1.35 -0.359
H 1.021938 -0.773274 -2.598509 1.31 1.05 -0.18 0.238
H 2.229890 0.336639 -2.314517 -0.19 0.14 -0.77 0.253
O -0.346633 1.845681 2.145902 0.04 0.40 2.73 -0.685
H 0.388035 2.341338 2.547260 -0.50 -0.22 -0.53 0.244
H -0.112638 1.697095 1.247740 0.66 0.11 -1.67 0.522
O -1.645949 -1.228715 1.621076 -0.15 -2.84 0.47 -0.656
H -1.622806 -2.117765 1.156713 -0.12 2.05 0.89 0.205
H -1.620926 -0.552074 0.937216 0.13 0.71 -0.84 0.470
O -0.401004 -2.032449 -0.922752 0.76 -0.61 -0.52 -0.319
H -0.507680 -1.993249 -1.877696 -0.44 -0.16 0.01 0.227
H -1.012516 -2.685001 -0.600290 -0.65 -0.62 -0.02 0.196
```
Positions in Å, forces in eV/Å.

Properties
HOMO energy   -1.455 eV
Relative energy (zero: lowest compared OMol25 entry of this formula, charge and spin)   1.629 eV
Gap between HOMO and LUMO   0.151 Ha
Molecular weight   213.6 g/mol
Total charge   -1


Entry 5:
Density functional theory data (wB97M-V/def2-TZVPD) for 2 unconnected molecules or ions with the total composition C3H2.

XYZ file:
```
5
Properties=species:S:1:pos:R:3:forces:R:3:mulliken_charge:R:1
C 0.985380 -0.178461 -0.357499 1.48 0.18 0.93 0.267
C 2.066169 -0.845936 -0.515572 0.24 -0.14 -0.03 -0.107
C -0.110011 -0.225812 -0.980404 -1.54 -0.15 -1.12 -0.179
H -1.794932 0.529599 0.798242 -0.69 -0.14 -0.18 0.103
H -1.146607 0.720612 1.055234 0.50 0.25 0.39 -0.084
```
Positions in Å, forces in eV/Å.

Properties
HOMO energy   -11.865 eV
Relative energy (zero: lowest compared OMol25 entry of this formula, charge and spin)   3.013 eV
Gap between HOMO and LUMO   0.369 Ha
Molecular weight   38.0 g/mol


Entry 6:
Density functional theory data (wB97M-V/def2-TZVPD) for 2 unconnected molecules or ions with the total composition C3H12N2.

XYZ file:
```
17
Properties=species:S:1:pos:R:3:forces:R:3:mulliken_charge:R:1
C -2.990819 2.021335 -1.256214 0.22 0.80 -0.37 -0.709
N -1.953447 1.013452 -1.100643 -0.40 -0.07 0.63 -0.486
H -3.360471 2.359255 -0.287959 -0.13 -0.46 0.11 0.278
H -3.821883 1.651228 -1.853094 -0.07 -0.08 0.07 0.259
H -2.645447 2.963671 -1.714747 0.02 -0.22 -0.19 0.249
H -1.396467 0.859788 -1.926367 0.07 0.19 -0.01 0.206
H -1.371900 1.272278 -0.316237 0.31 -0.17 -0.24 0.200
C 1.767157 -2.270281 0.396889 -0.03 0.49 0.50 -1.002
C 1.279833 -0.976534 1.063619 -0.55 -0.25 -0.66 -0.151
N 2.310379 0.048461 0.937905 0.12 -0.18 0.09 -0.585
H 1.820910 -2.086546 -0.673976 0.06 -0.20 -0.06 0.268
H 2.763932 -2.541485 0.752890 -0.04 -0.09 0.01 0.304
H 1.076710 -3.083332 0.615937 0.04 -0.08 -0.14 0.314
H 0.397878 -0.692733 0.476622 0.07 0.32 0.16 0.133
H 0.900577 -1.136994 2.080348 0.31 -0.13 0.09 0.278
H 2.079452 0.908041 1.417310 -0.19 0.01 0.02 0.228
H 3.143607 -0.309602 1.387717 0.19 0.12 -0.03 0.214
```
Positions in Å, forces in eV/Å.

Properties
Structure (SMILES)   CCN.CN
HOMO energy   -9.132 eV
Relative energy (zero: lowest compared OMol25 entry of this formula, charge and spin)   0.277 eV
Gap between HOMO and LUMO   0.374 Ha
Molecular weight   76.1 g/mol


What are the calculated total energy values for these records? In order: -244060.2575, -9324.2126, -245029.6541, -62217.2654, -3135.0019, -6285.3171 eV.